{
  "formula": "C33H27F10N5O4STi",
  "method": "ωB97M-V with the def2-TZVPD basis set",
  "elements": ["C", "H", "C", "C", "C", "H", "H", "C", "N", "C", "C", "F", "H", "C", "H", "C", "C", "F", "H", "S", "C", "N", "O", "C", "C", "H", "F", "N", "F", "C", "H", "H", "H", "H", "C", "H", "N", "F", "C", "C", "C", "H", "H", "O", "O", "H", "Ti", "H", "C", "H", "F", "H", "C", "H", "C", "F", "C", "H", "C", "C", "F", "C", "H", "H", "C", "H", "F", "C", "C", "C", "C", "N", "C", "O", "C", "H", "C", "H", "F", "H", "H"],
  "coordinates": [[-0.22, -0.79, -2.63], [-2.63, -5.26, 5.34], [-1.74, 0.35, -1.14], [-0.07, 1.62, -2.32], [4.47, -0.62, -6.04], [-2.08, 2.40, -0.58], [-3.41, 1.08, 3.96], [1.89, -2.38, 1.62], [-0.37, 0.34, -1.68], [5.72, -0.50, -4.04], [-3.69, 0.45, 3.12], [2.15, -0.56, -6.06], [-2.81, 1.21, 0.49], [3.29, -0.57, -5.31], [-3.73, -4.33, 7.35], [-1.92, 1.44, -0.09], [-3.24, -2.29, 6.87], [6.91, -0.46, -3.41], [-4.61, -1.77, 0.07], [-1.34, -0.90, 3.53], [-5.24, -0.13, 1.34], [2.19, -0.44, -3.07], [-0.03, -1.80, 0.34], [-2.63, -4.19, 5.51], [-2.00, -1.97, 4.84], [0.60, 0.14, -4.36], [6.85, -0.63, -6.15], [2.21, -1.06, 1.14], [-0.24, 4.71, 5.24], [5.70, -0.58, -5.43], [2.41, 1.99, -0.61], [-0.15, 2.42, -1.58], [-0.78, 1.83, -3.14], [-3.72, -1.89, 7.75], [0.51, -2.75, 1.07], [-2.47, 0.49, -1.95], [-0.72, 1.47, 0.75], [4.66, -0.38, -1.98], [0.89, -0.65, -3.66], [-1.64, 3.31, 2.18], [-3.25, -3.67, 6.64], [-1.54, -3.73, 3.71], [0.85, -1.58, -4.24], [-0.93, 0.33, 4.30], [4.44, -1.15, 1.73], [3.60, 1.52, 1.30], [0.68, 0.03, 0.33], [-6.18, 0.03, 0.83], [-2.01, -3.34, 4.60], [-1.16, -0.89, -3.19], [4.40, -0.69, -7.38], [0.94, 1.61, -2.73], [3.24, -0.49, -3.89], [-2.56, -0.37, 6.14], [-0.38, 3.94, 4.14], [1.63, 2.79, 4.60], [-4.35, -1.14, 0.92], [-5.56, 1.42, 2.82], [-3.15, -1.35, 1.55], [0.57, 2.99, 3.81], [-2.40, 5.02, 3.61], [3.47, -0.61, 1.20], [-2.47, -2.13, 1.21], [1.86, -2.45, 2.71], [3.62, 0.75, 0.53], [-0.09, -1.70, -2.03], [-2.74, 3.57, 1.44], [-2.77, -0.52, 2.64], [-2.61, -1.44, 5.97], [0.39, 2.24, 2.68], [-1.48, 4.08, 3.32], [2.50, 1.00, -0.40], [-0.70, 2.33, 1.81], [-0.01, -3.82, 1.30], [4.55, -0.45, -3.33], [2.62, -3.13, 1.28], [-4.89, 0.64, 2.46], [4.59, 0.79, 0.03], [1.29, 1.27, 2.37], [-1.93, -0.63, -0.69], [2.62, 0.50, -1.31]],
  "charge": -2,
  "multiplicity": 3,
  "e_above_lowest_ev": 0.522,
  "homo_lumo_gap_ev": [3.04, 6.45]
}

{
  "formula": "C5H8N2O",
  "method": "ωB97M-V with the def2-TZVPD basis set",
  "elements": ["C", "H", "H", "C", "H", "N", "H", "H", "H", "C", "N", "O", "H", "C", "C", "H"],
  "coordinates": [[-2.57, -0.33, -1.39], [0.63, -0.95, -1.74], [0.26, 1.70, -1.01], [0.67, 0.54, 1.31], [-3.08, -0.95, -2.08], [1.05, -1.80, 0.72], [1.35, -1.93, 1.68], [-1.35, 1.05, 0.15], [0.95, 0.28, 2.34], [0.89, -0.46, 0.32], [0.02, 1.62, 1.02], [0.84, 1.07, -1.49], [1.63, -2.34, 0.09], [-1.94, 0.38, -0.66], [0.69, -0.17, -1.00], [-0.05, 2.31, 1.77]],
  "charge": 0,
  "e_above_lowest_ev": 4.471,
  "homo_lumo_gap_ev": 8.06,
  "smiles": "[H]/N=C/C(N)=C\\O.C#C"
}

{
  "formula": "C4H5Cl3O",
  "method": "ωB97M-V with the def2-TZVPD basis set",
  "elements": ["H", "Cl", "H", "H", "H", "C", "C", "Cl", "O", "Cl", "C", "H", "C"],
  "coordinates": [[-1.02, 1.53, -2.12], [-1.17, -0.07, 2.95], [-0.77, 1.90, -0.42], [0.54, -2.12, -1.62], [1.52, -0.53, -0.90], [-0.40, -0.29, -1.01], [0.69, -1.26, -0.94], [0.84, 1.93, 2.22], [-1.74, -0.04, -1.03], [1.52, -0.82, 2.15], [-0.94, 1.07, -1.22], [0.68, -1.63, 0.07], [0.25, 0.32, 1.87]],
  "charge": 0,
  "e_above_lowest_ev": 6.058,
  "homo_lumo_gap_ev": [8.64, 5.82]
}

These records have DFT total energy values of -4094.85804; -379.92386; -1611.00904 a.u., in the order they appear.